[1]
Computed, not measured: a 2-piece molecular cluster, C2H3IN2 overall, with the ωB97M-V functional and the def2-TZVPD basis.

The geometry in ORCA input format:
```
! wB97M-V def2-TZVPD RIJCOSX def2/J DEFGRID3
* xyz 0 1
C 1.42 -1.18 -0.34
C -2.06 0.76 0.50
N 1.00 -0.15 -0.86
N 0.52 0.84 -1.05
I -1.32 1.59 2.20
H 1.29 -2.03 -0.91
H 1.77 -1.24 0.73
H -2.62 1.41 -0.27
*
```

Properties
Energy (a.u.): -484.9750
HOMO energy (alpha / beta) (eV): -8.41 / -8.51
Largest force on an atom (eV Å⁻¹): 4.840
Energy above the lowest of the compared OMol25 structures with the same formula, charge and spin (kcal per mole): 114.71

[2]
Computed, not measured: a 2-piece molecular cluster, C2H7INP overall, with the ωB97M-V functional and the def2-TZVPD basis.

The geometry in ORCA input format:
```
! wB97M-V def2-TZVPD RIJCOSX def2/J DEFGRID3
* xyz 0 1
C 0.57 -1.46 0.19
C 0.56 1.75 -0.14
N -0.62 -0.69 0.33
P -0.89 0.65 -0.56
I -2.91 -2.30 -0.55
H 0.31 -2.52 0.18
H 1.20 -1.23 -0.67
H 1.15 -1.30 1.11
H 0.38 2.73 -0.58
H 1.48 1.34 -0.55
H 0.64 1.84 0.94
H -1.87 1.19 0.29
*
```

Properties
Energy (a.u.): -774.1152
HOMO energy (alpha / beta) (eV): -8.57 / -8.91
Largest force on an atom (eV Å⁻¹): 1.245
Energy above the lowest of the compared OMol25 structures with the same formula, charge and spin (kcal per mole): 27.65

[3]
Computed, not measured: an isolated molecule of C5H8O, with the ωB97M-V functional and the def2-TZVPD basis.

The geometry in ORCA input format:
```
! wB97M-V def2-TZVPD RIJCOSX def2/J DEFGRID3
* xyz 0 1
C 0.20 0.86 1.32
C 0.54 0.65 -0.15
C 1.14 -0.66 -0.52
C -0.26 -0.33 -1.00
C -1.56 -0.78 -0.47
O -2.58 -0.68 -1.12
H -0.03 -0.09 1.82
H 1.07 1.28 1.83
H -0.65 1.53 1.47
H 0.85 1.54 -0.68
H 1.31 -1.38 0.28
H 1.90 -0.68 -1.30
H -0.33 -0.11 -2.06
H -1.60 -1.14 0.58
*
```

Properties
Energy (a.u.): -270.5120
SMILES: C[C@H]1C[C@H]1C=O
HOMO energy (eV): -9.68
Largest force on an atom (eV Å⁻¹): 0.467
Energy above the lowest of the compared OMol25 structures with the same formula, charge and spin (kcal per mole): 28.78

[4]
Computed, not measured: an isolated molecule of C2H3NP2, with the ωB97M-V functional and the def2-TZVPD basis.

The geometry in ORCA input format:
```
! wB97M-V def2-TZVPD RIJCOSX def2/J DEFGRID3
* xyz 0 1
C 0.72 -1.15 -0.36
C 0.45 1.79 1.27
N 1.36 -1.19 0.66
P -0.66 1.70 0.11
P -0.48 0.19 -1.31
H 0.45 -1.78 -1.19
H 0.42 2.34 2.11
H -1.42 -0.59 -0.54
*
```

Properties
Energy (a.u.): -815.2433
HOMO energy (alpha / beta) (eV): -8.53 / -8.70
Largest force on an atom (eV Å⁻¹): 4.010
Energy above the lowest of the compared OMol25 structures with the same formula, charge and spin (kcal per mole): 114.43

[5]
Computed, not measured: C3H4GaO4 as an isolated structure, with the ωB97M-V functional and the def2-TZVPD basis.

The geometry in ORCA input format:
```
! wB97M-V def2-TZVPD RIJCOSX def2/J DEFGRID3
* xyz 1 1
O 0.49 -0.11 1.07
C 1.03 -0.22 -0.32
C -0.92 -0.11 1.03
O 1.88 -1.26 -0.46
O -0.15 -0.41 -1.10
C -1.19 0.28 -0.43
H -1.32 0.65 1.72
H -1.33 -1.10 1.30
H -2.15 -0.08 -0.80
Ga 2.98 -0.01 -0.95
O 1.64 0.95 -0.65
H -0.96 1.41 -0.41
*
```

Properties
Energy (a.u.): -2342.0274
HOMO energy (alpha / beta) (eV): -16.45 / -14.30
Largest force on an atom (eV Å⁻¹): 8.933
Energy above the lowest of the compared OMol25 structures with the same formula, charge and spin (kcal per mole): 78.66

[6]
Computed, not measured: an isolated molecule of C5H7Cl, with the ωB97M-V functional and the def2-TZVPD basis.

The geometry in ORCA input format:
```
! wB97M-V def2-TZVPD RIJCOSX def2/J DEFGRID3
* xyz 0 1
C 1.29 -0.22 -0.30
C 0.78 1.18 -0.14
C 0.23 0.03 0.71
C -1.12 -0.45 0.64
C -1.82 -0.59 -0.46
H 1.11 -0.66 -1.25
H 0.23 1.53 -1.01
H 1.51 1.85 0.36
H 0.59 0.12 1.73
H -1.53 -0.66 1.61
H -2.90 -0.84 -0.53
H -1.39 -0.74 -1.42
Cl 3.01 -0.54 0.06
*
```

Properties
Energy (a.u.): -654.8370
SMILES: C=C[C@@H]1C[C@H]1Cl
HOMO energy (eV): -9.44
Largest force on an atom (eV Å⁻¹): 2.241
Energy above the lowest of the compared OMol25 structures with the same formula, charge and spin (kcal per mole): 33.60

[7]
Computed, not measured: a 6-piece molecular cluster, C26H68N6O10 overall, with the ωB97M-V functional and the def2-TZVPD basis.

The geometry in ORCA input format:
```
! wB97M-V def2-TZVPD RIJCOSX def2/J DEFGRID3
* xyz 0 1
C -44.57 -8.07 -11.62
O -43.89 -9.29 -11.70
C -43.93 -10.07 -10.57
C -43.20 -11.41 -10.79
N -41.85 -11.29 -10.22
C -40.95 -12.33 -10.70
C -39.51 -11.84 -10.63
O -39.27 -10.58 -11.26
C -37.92 -10.24 -11.20
H -44.57 -7.67 -12.63
H -43.98 -7.37 -11.02
H -45.57 -8.13 -11.19
H -44.95 -10.30 -10.26
H -43.57 -9.61 -9.64
H -43.26 -11.63 -11.87
H -43.80 -12.27 -10.48
H -41.41 -10.38 -10.29
H -41.23 -12.56 -11.73
H -41.02 -13.26 -10.14
H -38.79 -12.56 -11.05
H -39.24 -11.80 -9.57
H -37.62 -9.40 -11.82
H -37.26 -11.12 -11.25
H -37.71 -9.86 -10.19
C -37.63 -16.03 -15.98
O -38.10 -14.72 -15.83
C -37.71 -14.06 -14.65
C -38.64 -14.31 -13.42
N -38.51 -15.60 -12.75
C -39.64 -15.90 -11.87
C -39.78 -17.42 -11.55
O -38.79 -17.68 -10.59
C -39.16 -18.72 -9.71
H -36.54 -16.14 -15.98
H -37.95 -16.43 -16.94
H -38.11 -16.80 -15.37
H -37.89 -13.03 -14.96
H -36.64 -14.15 -14.43
H -39.64 -14.21 -13.85
H -38.45 -13.50 -12.73
H -38.34 -16.36 -13.39
H -40.53 -15.60 -12.42
H -39.47 -15.33 -10.96
H -39.92 -18.03 -12.45
H -40.80 -17.52 -11.17
H -38.35 -18.94 -9.01
H -39.40 -19.59 -10.32
H -40.06 -18.58 -9.11
C -34.43 -7.67 -7.64
O -35.40 -8.64 -7.92
C -34.97 -9.79 -8.65
C -34.77 -11.04 -7.80
N -35.64 -12.15 -8.18
C -35.36 -12.68 -9.54
C -36.09 -14.06 -9.59
O -35.39 -15.10 -9.00
C -35.96 -16.39 -9.31
H -34.81 -7.05 -6.83
H -34.14 -6.99 -8.45
H -33.53 -8.14 -7.23
H -34.06 -9.64 -9.25
H -35.79 -9.89 -9.36
H -34.94 -10.76 -6.76
H -33.72 -11.37 -7.82
H -35.60 -12.92 -7.53
H -34.29 -12.89 -9.64
H -35.68 -12.02 -10.34
H -36.15 -14.27 -10.67
H -37.14 -14.00 -9.28
H -35.78 -16.77 -10.32
H -37.02 -16.53 -9.10
H -35.54 -17.10 -8.60
C -34.22 -14.28 -12.91
O -33.40 -15.39 -13.27
C -32.18 -15.08 -13.96
C -31.57 -16.49 -14.24
N -31.22 -17.25 -13.05
C -30.04 -16.75 -12.35
C -28.81 -16.62 -13.14
O -28.79 -15.50 -13.98
C -27.50 -15.32 -14.55
H -33.74 -13.72 -12.11
H -35.21 -14.57 -12.58
H -34.24 -13.57 -13.74
H -31.57 -14.57 -13.21
H -32.31 -14.40 -14.81
H -30.75 -16.48 -14.95
H -32.40 -17.01 -14.74
H -32.05 -17.22 -12.47
H -29.94 -17.34 -11.43
H -30.26 -15.84 -11.78
H -28.67 -17.51 -13.76
H -27.96 -16.49 -12.45
H -27.61 -14.84 -15.52
H -27.06 -16.30 -14.75
H -26.82 -14.79 -13.87
C -42.64 -20.10 -10.90
O -41.74 -20.76 -10.44
N -43.78 -19.68 -10.22
N -42.68 -19.70 -12.15
H -44.49 -19.08 -10.60
H -43.81 -19.92 -9.25
H -42.15 -20.13 -12.89
H -43.40 -19.02 -12.34
C -40.10 -16.92 -19.38
O -40.02 -18.21 -19.95
H -40.19 -17.06 -18.30
H -39.16 -16.37 -19.46
H -40.99 -16.33 -19.62
H -39.23 -18.28 -20.49
*
```

Properties
Energy (a.u.): -2112.0742
SMILES: COCCNCCOC.COCCNCCOC.COCCNCCOC.COCCNCCOC.NC(N)=O.CO
HOMO energy (eV): -8.48
Largest force on an atom (eV Å⁻¹): 3.030
Energy above the lowest of the compared OMol25 structures with the same formula, charge and spin (kcal per mole): 10.30

[8]
Computed, not measured: a 2-piece molecular cluster, C4H4F2O3 overall, with the ωB97M-V functional and the def2-TZVPD basis.

The geometry in ORCA input format:
```
! wB97M-V def2-TZVPD RIJCOSX def2/J DEFGRID3
* xyz 0 1
C 1.80 1.19 0.99
C -0.23 -0.72 0.30
C -2.22 -0.39 -0.83
C 1.78 0.16 -0.03
O 1.35 2.30 0.91
O -0.39 -1.47 1.21
O -0.83 -0.18 -0.64
F 1.69 0.45 -1.34
F 2.64 -0.88 0.10
H 2.28 0.94 2.03
H -2.27 -0.99 -1.78
H -2.96 0.59 -0.92
H -2.64 -1.01 0.00
*
```

Properties
Energy (a.u.): -580.1479
HOMO energy (eV): -9.14
Largest force on an atom (eV Å⁻¹): 5.530
Energy above the lowest of the compared OMol25 structures with the same formula, charge and spin (kcal per mole): 43.05

[9]
Computed, not measured: a 2-piece molecular cluster, C3H4N2 overall, with the ωB97M-V functional and the def2-TZVPD basis.

The geometry in ORCA input format:
```
! wB97M-V def2-TZVPD RIJCOSX def2/J DEFGRID3
* xyz 0 1
N -0.10 1.19 1.41
C 1.87 -0.51 -1.04
C 0.85 -1.10 -0.79
C -2.06 0.01 0.59
N -1.09 0.64 0.92
H 0.69 1.04 0.77
H 2.79 -0.02 -1.28
H -0.07 -1.59 -0.55
H -2.88 0.35 -0.02
*
```

Properties
Energy (a.u.): -226.0330
HOMO energy (eV): -9.17
Largest force on an atom (eV Å⁻¹): 0.651
Energy above the lowest of the compared OMol25 structures with the same formula, charge and spin (kcal per mole): 120.59

[10]
Computed, not measured: C4H5LiO7Rb as an isolated structure, with the ωB97M-V functional and the def2-TZVPD basis.

The geometry in ORCA input format:
```
! wB97M-V def2-TZVPD RIJCOSX def2/J DEFGRID3
* xyz -1 1
O -4.46 1.87 -0.49
C -3.38 1.25 -0.65
O -3.34 0.05 -1.05
O -2.25 1.94 -0.46
C -1.00 1.29 -0.72
O 1.35 1.67 -0.66
C 3.48 -3.10 1.55
C 0.14 2.27 -0.44
O 4.57 -2.61 1.20
O 2.42 -3.04 0.88
Li -5.30 0.17 -0.94
Rb 3.51 -0.78 -1.34
H -0.97 0.96 -1.77
H -0.90 0.41 -0.07
H -0.02 3.16 -1.09
H 0.02 2.63 0.60
O 3.50 -3.87 2.67
H 2.63 -4.27 2.78
*
```

Properties
Energy (a.u.): -713.8663
HOMO energy (eV): -3.18
Largest force on an atom (eV Å⁻¹): 2.652

[11]
Computed, not measured: an isolated molecule of C3H2S, with the ωB97M-V functional and the def2-TZVPD basis.

The geometry in ORCA input format:
```
! wB97M-V def2-TZVPD RIJCOSX def2/J DEFGRID3
* xyz 0 1
C 0.88 -0.24 0.62
C -0.26 -0.09 -0.32
C -1.26 0.27 -0.87
H 0.75 -1.09 1.43
H -2.09 0.39 -1.62
S 1.97 0.76 0.75
*
```

Properties
Energy (a.u.): -513.5712
SMILES: C#CC=S
HOMO energy (eV): -9.06
Largest force on an atom (eV Å⁻¹): 8.895
Energy above the lowest of the compared OMol25 structures with the same formula, charge and spin (kcal per mole): 18.50

[12]
Computed, not measured: C53H54N5O2PSSeSiTi as an isolated structure, with the ωB97M-V functional and the def2-TZVPD basis.

The geometry in ORCA input format:
```
! wB97M-V def2-TZVPD RIJCOSX def2/J DEFGRID3
* xyz 1 2
Ti 0.19 -0.30 0.54
C 4.28 -0.09 4.18
C 3.15 -0.82 4.90
N 1.89 -0.07 4.89
C 1.57 0.74 6.08
C 1.96 2.20 5.93
C 1.07 -0.06 3.83
S 1.49 -1.09 2.49
N 0.00 0.74 3.96
C -0.91 0.95 3.04
O -0.94 0.44 1.86
C -1.98 1.91 3.35
C -2.03 2.52 4.60
C -3.01 3.46 4.88
C -3.95 3.79 3.92
C -3.90 3.18 2.67
C -2.93 2.25 2.38
H 5.18 -0.70 4.20
H 4.51 0.86 4.67
H 4.02 0.10 3.14
H 3.41 -0.98 5.94
H 2.98 -1.79 4.45
H 2.10 0.28 6.91
H 0.50 0.64 6.27
H 3.02 2.31 5.72
H 1.74 2.73 6.85
H 1.39 2.66 5.12
H -1.28 2.26 5.34
H -3.04 3.93 5.86
H -4.71 4.52 4.14
H -4.63 3.45 1.91
H -2.88 1.78 1.41
N -1.70 -2.29 3.02
C -2.29 -3.33 2.34
C -3.17 -4.17 3.04
C -3.81 -5.22 2.42
C -3.59 -5.48 1.07
C -2.74 -4.66 0.36
C -2.09 -3.57 0.97
P -1.06 -2.55 -0.14
C 0.06 -3.78 -0.85
C -0.22 -4.51 -2.00
C 0.64 -5.51 -2.43
C 1.79 -5.79 -1.70
C 2.08 -5.07 -0.55
C 1.22 -4.07 -0.13
C -2.25 -2.09 -1.45
C -1.82 -1.75 -2.73
C -2.72 -1.34 -3.70
C -4.07 -1.25 -3.39
C -4.51 -1.56 -2.11
C -3.60 -1.97 -1.15
H -1.77 -2.36 4.02
H -0.76 -2.04 2.73
H -3.34 -3.99 4.09
H -4.48 -5.85 2.99
H -4.08 -6.31 0.57
H -2.57 -4.85 -0.69
H -1.12 -4.30 -2.57
H 0.41 -6.07 -3.32
H 2.46 -6.57 -2.04
H 2.97 -5.29 0.02
H 1.47 -3.51 0.77
H -0.77 -1.80 -2.99
H -2.37 -1.08 -4.69
H -4.78 -0.92 -4.14
H -5.56 -1.48 -1.86
H -3.96 -2.22 -0.15
O -0.07 0.25 -1.20
Si -0.15 1.73 -1.89
C 1.18 1.95 -3.20
C 2.21 2.87 -3.04
C 3.12 3.11 -4.07
C 2.99 2.43 -5.27
C 1.98 1.50 -5.44
C 1.09 1.26 -4.41
C -1.85 1.98 -2.64
C -2.06 2.57 -3.89
C -3.34 2.80 -4.36
C -4.44 2.45 -3.59
C -4.25 1.85 -2.35
C -2.97 1.62 -1.89
C 0.06 2.95 -0.48
C -0.63 4.16 -0.43
C -0.51 5.02 0.66
C 0.30 4.68 1.73
C 1.00 3.47 1.71
C 0.87 2.63 0.61
H 2.29 3.44 -2.12
H 3.90 3.85 -3.94
H 3.68 2.63 -6.08
H 1.87 0.98 -6.38
H 0.27 0.56 -4.56
H -1.21 2.86 -4.50
H -3.49 3.26 -5.33
H -5.44 2.63 -3.96
H -5.11 1.56 -1.75
H -2.83 1.14 -0.92
H -1.29 4.44 -1.24
H -1.06 5.95 0.67
H 0.39 5.34 2.58
H 1.63 3.19 2.54
H 1.47 1.71 0.63
C 5.52 1.09 -1.43
N 4.79 0.18 -2.28
C 5.10 -0.12 -3.58
C 4.17 -0.98 -4.03
N 3.28 -1.19 -3.00
C 2.11 -2.04 -3.03
C 3.68 -0.50 -1.92
Se 3.04 -0.60 -0.17
H 6.41 1.42 -1.95
H 5.79 0.58 -0.50
H 4.89 1.95 -1.19
H 5.95 0.32 -4.08
H 4.03 -1.44 -5.00
H 1.88 -2.28 -4.06
H 1.29 -1.49 -2.57
H 2.29 -2.95 -2.46
*
```

Properties
Energy (a.u.): -6756.3275
HOMO energy (alpha / beta) (eV): -9.94 / -10.12
Largest force on an atom (eV Å⁻¹): 1.135
Energy above the lowest of the compared OMol25 structures with the same formula, charge and spin (kcal per mole): 7.01
<S²>: 0.7541